No. 1
# C3H7NO3

A 2-piece molecular cluster, C3H7NO3 overall at a distorted geometry (ωB97M-V with the def2-TZVPD basis set, OMol25).

* net charge: 0
* SMILES: C/C=N\O.O=CO
* LUMO: 0.46 eV
* ΔE to the lowest compared entry with this formula, charge and spin: 90.8 kcal per mole
* calculated total energy: -398.8929 Eh

Cartesian coordinates (Å):
C (1.88152, 0.84504, -0.11631)
C (0.65108, 0.30027, 0.50544)
N (0.27992, -0.87159, 0.38094)
O (0.97696, -2.01181, -0.00185)
H (2.45860, 1.32679, 0.67778)
H (2.24188, 0.01083, -0.67585)
H (1.47856, 1.59112, -0.81761)
H (-0.09491, 1.02292, 0.81511)
H (1.96599, -1.74997, -0.21021)
O (-1.85722, 1.04645, -0.73482)
C (-2.64098, 0.19610, -0.28606)
O (-2.39055, -0.91981, 0.31978)
H (-3.66531, 0.30188, -0.25289)
H (-1.28553, -1.08820, 0.39655)

Atoms 1-6, force components in eV/Å:
-1.254 0.603 0.732
1.079 1.572 -1.048
-2.603 -3.115 1.131
2.963 2.107 -0.692
0.652 -0.245 -0.636
1.472 0.016 -0.379

These are the Löwdin partial charges, in e, on atoms 1 to 4: C -0.030; C -0.200; N -0.070; O -0.020

---

No. 2
# C3H7NO3

A 2-piece molecular cluster, C3H7NO3 overall at a distorted geometry (ωB97M-V with the def2-TZVPD basis set, OMol25).

* net charge: 0
* SMILES: C/C(O)=N\O.C=O
* LUMO: -0.18 eV
* ΔE to the lowest compared entry with this formula, charge and spin: 118.3 kcal per mole
* calculated total energy: -398.8491 Eh

Cartesian coordinates (Å):
C (-0.70388, 0.90102, 1.08050)
C (-0.49611, 0.40942, -0.32323)
O (-0.60683, 1.39459, -1.25285)
N (-0.88358, -0.80075, -0.76016)
O (-1.01256, -1.73352, 0.25198)
H (-0.75347, 0.08442, 1.79642)
H (0.16425, 1.50882, 1.33567)
H (-1.58544, 1.53745, 1.12692)
H (-0.13485, 1.09969, -2.05252)
H (-1.16402, -2.56439, -0.22181)
C (1.68551, -0.33385, -0.23705)
O (2.38642, 0.25256, -1.05210)
H (1.18626, -1.32669, -0.53094)
H (1.91830, -0.42877, 0.83916)

Atoms 1-6, force components in eV/Å:
1.260 -0.038 0.018
-4.469 -2.377 -0.575
1.338 -0.192 -0.212
0.845 2.721 0.656
0.280 0.082 0.047
-0.184 -0.013 -0.124

These are the Löwdin partial charges, in e, on atoms 1 to 4: C -0.002; C -0.496; O 0.054; N 0.025

---

No. 3
# C3H7NO3

A 2-piece molecular cluster, C3H7NO3 overall at a distorted geometry (ωB97M-V with the def2-TZVPD basis set, OMol25).

* net charge: 0
* LUMO (alpha / beta): -0.37 / -0.37 eV
* ΔE to the lowest compared entry with this formula, charge and spin: 160.5 kcal per mole
* calculated total energy: -398.7819 Eh

Cartesian coordinates (Å):
C (-2.10773, 0.64624, 1.01643)
C (0.54863, -1.22699, -1.13879)
C (1.02866, 0.01785, -0.31461)
N (-0.18475, 0.42744, 0.50571)
O (0.27023, 1.37423, 1.52290)
O (1.26614, -1.21299, -2.40512)
O (2.09643, 0.49036, 0.01372)
H (-1.92287, 1.57706, 1.47169)
H (-2.12591, -0.09145, 1.71440)
H (-2.47241, 0.51143, 0.05746)
H (-0.63066, -1.35454, -1.17738)
H (1.01967, -2.12115, -0.48594)
H (2.00554, -0.57070, -2.26420)
H (1.20901, 1.53321, 1.48373)

Atoms 1-6, force components in eV/Å:
5.026 0.393 -1.707
2.028 -0.854 0.996
-5.196 -0.150 2.817
1.457 1.204 0.789
-1.921 -0.282 0.138
-0.444 0.611 0.947

These are the Löwdin partial charges, in e, on atoms 1 to 4: C 0.248; C -0.165; C -0.413; N -0.035

---

No. 4
# C3H7NO3

One molecule with the formula C3H7NO3 at a distorted geometry (ωB97M-V with the def2-TZVPD basis set, OMol25).

* net charge: 0
* SMILES: N[C@H](CO)C(=O)O
* LUMO: 0.65 eV
* ΔE to the lowest compared entry with this formula, charge and spin: 35.2 kcal per mole
* calculated total energy: -398.9816 Eh

Cartesian coordinates (Å):
N (-0.05003, 0.48925, 1.54125)
C (-0.07135, 0.52095, 0.06674)
C (-0.75569, -0.69582, -0.50174)
O (-2.17929, -0.66490, -0.24760)
C (1.38029, 0.65064, -0.39690)
O (1.77468, 1.54850, -1.09613)
O (2.13469, -0.38565, -0.00917)
H (-0.63921, -0.19673, 1.99228)
H (-0.43353, 1.39852, 1.78121)
H (-0.50730, 1.49327, -0.24643)
H (-0.56212, -0.73172, -1.56789)
H (-0.41127, -1.59180, 0.01077)
H (-2.54555, -1.42694, -0.68807)
H (2.86569, -0.40758, -0.63832)

Atoms 1-6, force components in eV/Å:
-0.158 1.163 -0.053
0.146 0.641 1.061
-0.861 -0.153 0.060
0.747 0.871 0.024
-0.845 -0.038 -0.537
0.102 -0.288 0.156

These are the Löwdin partial charges, in e, on atoms 1 to 4: N 0.064; C -0.298; C -0.201; O -0.062

---

No. 5
# C3H7NO3

A 2-piece molecular cluster, C3H7NO3 overall at a distorted geometry (ωB97M-V with the def2-TZVPD basis set, OMol25).

* net charge: 0
* SMILES: O=CCNC=O.O
* LUMO: 0.56 eV
* ΔE to the lowest compared entry with this formula, charge and spin: 66.5 kcal per mole
* calculated total energy: -398.9316 Eh

Cartesian coordinates (Å):
O (1.37159, -0.56464, 1.17967)
C (0.90622, 0.45551, 1.77721)
C (-0.07389, 1.38479, 1.09613)
N (-0.68547, 0.76902, 0.00233)
C (-1.16267, 1.61428, -0.95772)
O (-0.77353, 2.76444, -1.10531)
H (1.34645, 0.59679, 2.80396)
H (-0.85121, 1.57257, 1.75597)
H (0.66161, 2.11689, 0.70261)
H (-0.12807, -0.03618, -0.18950)
H (-1.77329, 1.22393, -1.78535)
O (0.30346, -4.20787, -1.48766)
H (-0.34520, -3.65627, -1.97929)
H (1.20400, -4.03326, -1.81305)

Atoms 1-6, force components in eV/Å:
-1.825 3.352 1.558
2.132 -4.211 -1.444
2.913 -0.611 0.258
-0.884 -0.614 -0.263
1.638 0.891 -2.333
-0.861 -0.321 0.986

These are the Löwdin partial charges, in e, on atoms 1 to 4: O -0.011; C -0.150; C -0.194; N 0.001

---

No. 6
# C3H7NO3P

A 2-piece molecular cluster, C3H7NO3P overall at a distorted geometry (ωB97M-V with the def2-TZVPD basis set, OMol25).

* net charge: -1
* LUMO (alpha / beta): 3.99 / 3.99 eV
* ΔE to the lowest compared entry with this formula, charge and spin: 82.1 kcal per mole
* calculated total energy: -740.3475 Eh

Cartesian coordinates (Å):
C (1.42180, -1.47241, -0.19109)
C (-1.69118, 1.37357, -0.40312)
C (-0.48823, 0.49358, -0.79868)
N (0.83271, -0.48818, 2.21603)
O (1.06411, -1.96658, -1.26207)
O (2.53256, -1.10087, 0.19429)
O (-0.72271, -0.28881, -1.90959)
P (0.01873, -1.35527, 1.02218)
H (-1.51880, 1.47962, 0.68547)
H (-2.58983, 0.85837, -0.66147)
H (-1.44725, 2.32996, -0.91214)
H (0.46074, 0.88792, -0.76076)
H (1.70167, -0.13007, 1.81329)
H (0.35931, 0.30535, 2.80612)
H (0.06636, -0.92619, -1.83845)

Atoms 1-6, force components in eV/Å:
0.274 -0.102 2.106
3.468 -0.162 0.419
-3.324 -3.228 0.840
-0.308 2.666 2.226
-0.165 -0.723 -2.085
0.791 0.463 -0.191

These are the Löwdin partial charges, in e, on atoms 1 to 4: C -0.998; C -0.106; C -0.356; N -0.351

---

Q: Number 6 is which compound?
A: C3H7NO3P

---

Copy entry 4 word for word.
# C3H7NO3

One molecule with the formula C3H7NO3 at a distorted geometry (ωB97M-V with the def2-TZVPD basis set, OMol25).

* net charge: 0
* SMILES: N[C@H](CO)C(=O)O
* LUMO: 0.65 eV
* ΔE to the lowest compared entry with this formula, charge and spin: 35.2 kcal per mole
* calculated total energy: -398.9816 Eh

Cartesian coordinates (Å):
N (-0.05003, 0.48925, 1.54125)
C (-0.07135, 0.52095, 0.06674)
C (-0.75569, -0.69582, -0.50174)
O (-2.17929, -0.66490, -0.24760)
C (1.38029, 0.65064, -0.39690)
O (1.77468, 1.54850, -1.09613)
O (2.13469, -0.38565, -0.00917)
H (-0.63921, -0.19673, 1.99228)
H (-0.43353, 1.39852, 1.78121)
H (-0.50730, 1.49327, -0.24643)
H (-0.56212, -0.73172, -1.56789)
H (-0.41127, -1.59180, 0.01077)
H (-2.54555, -1.42694, -0.68807)
H (2.86569, -0.40758, -0.63832)

Atoms 1-6, force components in eV/Å:
-0.158 1.163 -0.053
0.146 0.641 1.061
-0.861 -0.153 0.060
0.747 0.871 0.024
-0.845 -0.038 -0.537
0.102 -0.288 0.156

These are the Löwdin partial charges, in e, on atoms 1 to 4: N 0.064; C -0.298; C -0.201; O -0.062

---

Q: The lowest ΔE to the lowest compared entry with this formula, charge and spin belongs to which entry?
A: number 4